DFT (ωB97M-V/def2-TZVPD) results for a cluster of 2 separate species, C29H42BrIN3O4Si in total.

Last columns: bonded neighbours and bond lengths (Å).
Geometry (Å):
1 I -1.9502 -3.8620 0.6128  C25 2.182
2 Br 5.9141 0.7927 2.1959  C17 2.020
3 Si -7.0240 -1.1046 0.8526  O6 1.745, C13 1.921, C19 1.921, C22 1.934
4 O 0.6495 3.6086 1.3846  C37 1.248
5 O 3.6691 -5.5146 -0.7439  C12 1.270
6 O -5.3072 -1.3791 0.9953  Si3 1.745, C15 1.449
7 O 2.8842 -0.3186 3.0856  C20 1.251
8 N 3.1859 3.1523 -6.1373  H61 1.025, H67 1.025, H71 1.025, H78 1.026
9 N 3.2086 -4.1039 1.0631  C12 1.481, C18 1.494, C26 1.492
10 N 2.1373 1.7906 2.0683  C14 1.520, C20 1.465, C37 1.489
11 C 4.4775 -3.2367 -1.2095  C12 1.597, H40 1.156, H43 1.159, H64 1.146
12 C 3.7828 -4.3366 -0.2823  O5 1.270, N9 1.481, C11 1.597
13 C -7.9942 -2.7134 1.2537  Si3 1.921, H56 1.155, H73 1.147, H76 1.156
14 C 3.3626 2.0683 1.2127  N10 1.520, C17 1.606, H41 1.156, H59 1.157
15 C -4.5505 -0.1925 0.6496  O6 1.449, C27 1.636, H51 1.143, H60 1.145
16 C 0.7617 -0.1900 1.7220  C20 1.592, C29 1.549, C32 1.559
17 C 4.6689 2.3797 2.0940  Br2 2.020, C14 1.606, C28 1.616, H46 1.147
18 C 4.2417 -4.1275 2.1418  N9 1.494, C35 1.610, H49 1.158, H53 1.154
19 C -7.6067 0.2641 2.0686  Si3 1.921, H68 1.156, H74 1.146, H80 1.146
20 C 2.0950 0.3624 2.3937  O7 1.251, N10 1.465, C16 1.592
21 C -0.9234 1.3989 -2.3406  C23 1.566, C34 1.567, H72 1.148
22 C -7.4589 -0.5818 -0.9581  Si3 1.934, H62 1.156, H66 1.143, H77 1.145
23 C -0.1727 1.6199 -3.6965  C21 1.566, C33 1.549, H54 1.145
24 C -1.3459 0.8933 0.5395  C31 1.618, C32 1.547, C36 1.564
25 C -1.1632 -1.8421 0.8569  I1 2.182, C29 1.551, C36 1.580
26 C 2.4330 -2.8301 1.0284  N9 1.492, C39 1.631, H69 1.159, H81 1.142
27 C -3.3523 -0.6790 -0.3526  C15 1.636, C36 1.602, H65 1.148, H75 1.143
28 C 5.5373 3.5948 1.4770  C17 1.616, H44 1.141, H52 1.152, H63 1.150
29 C 0.2165 -1.6274 1.5316  C16 1.549, C25 1.551, C39 1.621
30 C -1.0348 4.0157 -1.8824  C34 1.549, C38 1.567, H42 1.136
31 C -2.0869 2.2266 0.0002  C24 1.618, C34 1.621, H70 1.143, H79 1.145
32 C 0.0192 1.0925 1.2390  C16 1.559, C24 1.547, C37 1.590
33 C 0.1504 3.0607 -4.1629  C23 1.549, C38 1.556, H47 1.139
34 C -1.3558 2.5777 -1.4028  C21 1.567, C30 1.549, C31 1.621
35 C 5.4038 -3.0203 2.0105  C18 1.610, H45 1.158, H55 1.155, H58 1.146
36 C -1.9246 -0.5486 0.3632  C24 1.564, C25 1.580, C27 1.602
37 C 0.8790 2.3932 1.5486  O4 1.248, N10 1.489, C32 1.590
38 C -0.2858 4.2357 -3.2412  C30 1.567, C33 1.556, H48 1.146
39 C 1.1748 -2.8211 2.0660  C26 1.631, C29 1.621, H50 1.142, H57 1.140
40 H 5.5061 -2.9029 -0.8004  C11 1.156
41 H 3.0667 2.9775 0.5630  C14 1.156
42 H -1.3066 4.9315 -1.2681  C30 1.136
43 H 3.8069 -2.2929 -1.2536  C11 1.159
44 H 5.0483 4.6146 1.6281  C28 1.141
45 H 5.4406 -2.4621 3.0249  C35 1.158
46 H 4.4376 2.6680 3.1800  C17 1.147
47 H 0.7153 3.1792 -5.1451  C33 1.139
48 H -0.0270 5.2892 -3.6111  C38 1.146
49 H 4.7620 -5.1585 2.0604  C18 1.158
50 H 1.5205 -2.5122 3.1101  C39 1.142
51 H -5.1713 0.5908 0.0942  C15 1.143
52 H 6.5660 3.5699 1.9940  C28 1.152
53 H 3.7973 -4.1092 3.2062  C18 1.154
54 H 0.1419 0.7075 -4.3128  C23 1.145
55 H 6.4613 -3.4674 1.8868  C35 1.155
56 H -8.9254 -2.7053 0.5702  C13 1.155
57 H 0.6347 -3.8243 2.1065  C39 1.140
58 H 5.2000 -2.2063 1.2294  C35 1.146
59 H 3.4981 1.1205 0.5624  C14 1.157
60 H -4.0462 0.2218 1.5897  C15 1.145
61 H 4.1487 3.2693 -6.4689  N8 1.025
62 H -6.4678 -0.5522 -1.5522  C22 1.156
63 H 5.7410 3.3460 0.3725  C28 1.150
64 H 4.6153 -3.5631 -2.2990  C11 1.146
65 H -3.5369 -1.7547 -0.7098  C27 1.148
66 H -8.1782 -1.3004 -1.4809  C22 1.143
67 H 2.9728 2.1534 -6.0513  N8 1.025
68 H -8.7175 0.4916 1.8440  C19 1.156
69 H 1.9403 -2.7802 -0.0193  C26 1.159
70 H -1.8962 3.0872 0.7284  C31 1.143
71 H 2.5395 3.5831 -6.8058  N8 1.025
72 H -1.1374 0.3025 -2.0774  C21 1.148
73 H -7.3598 -3.6491 1.0578  C13 1.147
74 H -6.9768 1.2170 1.9751  C19 1.146
75 H -3.3307 -0.0163 -1.2834  C27 1.143
76 H -8.3295 -2.6984 2.3596  C13 1.156
77 H -7.8371 0.4989 -0.9315  C22 1.145
78 H 3.0815 3.6036 -5.2216  N8 1.026
79 H -3.1969 2.0068 -0.1781  C31 1.145
80 H -7.5724 -0.0955 3.1562  C19 1.146
81 H 3.0549 -1.8769 1.1254  C26 1.142

Output
Calculated total energy ... -4756.067020 a.u.
Charge ... +1